No. 1
This record from the Open Molecules 2025 dataset describes a structure of composition C27H26Br2MnN12O2. The level of theory is ωB97M-V/def2-TZVPD.

Positions of all 70 atoms, in Å:
C1 2.03 3.14 -1.23
C2 -2.97 -1.02 0.57
C3 -0.77 3.07 0.47
H1 -2.40 -4.09 -0.10
H2 0.35 -1.25 -1.77
N1 -1.05 1.31 -1.11
H3 2.71 -1.84 3.76
H4 -1.55 5.07 0.43
C4 -0.92 4.36 0.93
H5 -2.49 4.35 -1.28
H6 -1.28 -0.20 -2.48
N2 1.30 -0.64 1.94
Mn1 0.16 0.31 0.28
N3 1.78 -1.60 4.07
C5 2.20 -1.52 -0.96
H7 0.10 -3.50 -1.06
Br1 -0.36 6.50 2.71
H8 2.54 -1.51 -1.99
N4 -2.39 -3.10 0.10
H9 -6.69 -1.72 1.17
C6 -4.82 -2.61 0.66
C7 -2.22 3.35 -1.56
H10 -2.74 1.07 -4.01
C8 0.09 -2.67 -0.34
C9 0.70 2.57 2.15
H11 -5.82 0.56 1.36
H12 1.37 1.84 2.59
C10 -1.31 -2.29 0.03
H13 1.03 3.04 -1.65
C11 0.98 -0.95 3.24
N5 4.44 1.00 0.47
N6 -1.15 0.11 2.98
H14 -3.42 1.06 0.97
O1 3.40 -1.38 2.13
N7 0.73 -1.46 -0.85
H15 1.51 -1.79 5.02
C12 -2.72 2.82 -2.74
O2 4.07 -0.16 -0.38
N8 2.52 -0.86 1.51
C13 2.75 -0.25 -0.32
Br2 -3.85 3.83 -3.84
C14 2.62 2.06 -0.61
C15 4.03 4.44 -0.92
H16 -1.38 0.97 3.46
H17 5.69 3.40 -0.03
H18 4.58 5.37 -1.04
H19 -5.21 -3.61 0.57
C16 -0.21 4.76 2.05
C17 0.64 3.84 2.67
H20 2.59 -2.42 -0.49
C18 -3.80 0.05 0.90
N9 1.96 0.82 -0.46
H21 5.46 0.97 0.41
C19 -1.55 0.82 -2.24
C20 -2.37 1.52 -3.10
C21 2.73 4.33 -1.37
C22 -3.48 -2.32 0.46
C23 -1.39 2.57 -0.77
H22 -0.45 -0.89 4.67
N10 -1.60 -1.04 0.30
N11 0.01 2.17 1.09
C24 -5.64 -1.55 1.00
H23 1.23 4.12 3.53
H24 0.63 -3.01 0.55
C25 4.66 3.34 -0.35
H25 -1.99 -0.44 2.84
N12 -0.21 -0.59 3.73
C26 -5.14 -0.24 1.11
H26 2.25 5.17 -1.85
C27 3.95 2.17 -0.19

The charge is +2. For the HOMO-LUMO gap (alpha / beta), the calculation gives 6.881 / 6.927 eV. The total energy comes out at -8150.5406 a.u. The LUMO energy (alpha / beta) comes out at -5.87 / -5.88 eV. The multiplicity is 2. The calculation puts the HOMO energy (alpha / beta) at -12.75 / -12.80 eV.

---

No. 2
This record from the Open Molecules 2025 dataset describes a structure of composition C38H51BIrN8O6S5. The level of theory is ωB97M-V/def2-TZVPD.

Positions of all 110 atoms, in Å:
H1 3.55 -1.08 -0.25
H2 4.67 3.25 1.37
N1 3.66 1.76 0.14
C1 -4.36 -1.36 -1.03
C2 4.22 -0.67 0.50
S1 -2.29 -0.91 2.47
C3 1.71 -4.06 -1.46
H3 4.27 -8.28 -3.29
C4 2.37 -6.03 -0.19
H4 5.51 1.21 2.06
C5 5.27 0.68 -1.35
H5 -3.36 0.38 -5.28
H6 1.88 3.87 -3.64
C6 -2.03 -1.40 -0.37
O1 1.25 -0.68 1.73
C7 -2.80 3.28 2.66
S2 -1.62 1.31 -1.48
C8 2.66 -6.63 -1.39
H7 1.63 -4.19 0.67
H8 3.68 -0.60 1.44
H9 2.52 -6.55 0.75
C9 -1.17 -0.78 -4.08
H10 5.64 1.67 -1.64
N2 1.96 3.01 -0.43
H11 -4.62 3.12 1.47
H12 2.57 -8.84 -3.34
C10 -2.37 4.62 0.58
S3 0.03 1.65 1.48
N3 -0.44 1.60 -3.97
H13 -0.87 1.50 -6.66
H14 2.54 4.78 0.65
H15 -5.11 -3.11 -2.03
H16 1.04 4.79 -1.39
H17 0.19 -3.31 3.11
H18 -1.05 -3.29 -0.70
H19 -2.67 2.44 4.61
N4 -1.97 3.61 1.44
H20 -1.59 -1.52 -4.76
H21 -2.97 -4.34 -1.80
C11 -3.06 -3.33 -1.42
C12 1.08 3.15 -3.59
C13 5.87 1.11 1.03
C14 -4.26 -2.64 -1.55
H22 -1.84 -3.37 6.00
H23 -2.31 5.22 3.51
C15 3.83 3.00 0.74
H24 -1.44 -0.17 -6.70
N5 0.48 -2.73 2.35
C16 2.78 3.76 0.39
H25 -3.13 1.15 -3.70
H26 -1.09 2.90 3.94
C17 2.49 1.78 -0.56
C18 4.74 0.71 0.08
H27 0.22 0.16 -6.22
N6 0.37 2.93 -2.43
C19 -2.74 1.09 -4.72
O2 -1.97 -3.03 3.95
H28 -3.26 5.20 0.74
H29 -2.82 2.07 -5.19
B1 0.73 3.65 -1.11
H30 -3.38 0.24 -0.04
S4 1.80 0.48 -1.46
H31 -3.32 -3.97 5.23
H32 6.62 0.32 1.01
H33 4.49 0.39 -2.05
C20 -2.25 -3.83 5.10
C21 2.02 -4.70 -2.67
N7 -0.51 3.74 -0.17
C22 1.16 -2.66 -1.51
H34 -1.42 5.35 -1.26
C23 -2.52 -1.80 3.89
C24 -3.19 4.61 3.31
Ir1 -0.20 -0.28 -0.09
H35 -4.67 2.27 3.04
C25 1.18 -1.60 2.56
H36 -5.30 -0.82 -1.09
C26 -4.04 2.52 2.18
H37 6.10 -0.03 -1.43
H38 -3.68 4.40 4.26
O3 3.15 -7.89 -1.60
H39 1.88 -4.17 -3.60
C27 2.49 -5.98 -2.59
C28 1.88 -4.72 -0.25
H40 2.34 -0.64 3.92
H41 -3.89 5.19 2.71
H42 0.87 2.24 -5.57
H43 -3.74 1.59 1.69
C29 -0.84 3.05 0.93
C30 -2.06 2.46 3.71
C31 -3.26 -0.76 -0.44
S5 -3.42 -1.12 5.09
H44 1.88 -2.24 4.41
O4 1.14 -2.07 -2.58
C32 -1.29 0.60 -4.72
H45 -1.73 -0.83 -3.14
C33 -1.96 -2.72 -0.81
C34 -0.53 1.96 -2.66
H46 -0.14 -1.03 -3.87
O5 0.73 -2.21 -0.37
C35 0.58 2.34 -4.54
O6 2.85 -6.81 -3.62
H47 5.07 -1.34 0.61
H48 -1.77 -4.79 4.91
C36 -1.47 4.70 -0.41
N8 1.88 -1.51 3.72
C37 -0.80 0.53 -6.16
C38 3.24 -8.04 -3.02
H49 -1.91 1.43 3.39
H50 -0.07 -2.75 1.50
H51 6.36 2.03 0.72

For the HOMO-LUMO gap (alpha / beta), the calculation gives 6.558 / 4.724 eV. The total energy comes out at -4488.3586 a.u. The LUMO energy (alpha / beta) comes out at -0.32 / -1.73 eV. The multiplicity is 2. The calculation puts the HOMO energy (alpha / beta) at -6.88 / -6.46 eV.